Record 1
Density functional theory data (ωB97M-V/def2-TZVPD) for a 5-piece molecular cluster, C30H70O15 overall at a distorted geometry.

Largest force on an atom ... 2.123 eV Å⁻¹
E_HOMO ... -9.2284 eV
E_LUMO ... 0.62 eV
Total energy ... -62947.175 eV
Orbital gap ... 9.845 eV
Spin multiplicity ... 1
Relative energy (zero: lowest compared OMol25 entry of this formula, charge and spin) ... 1.418 eV

Cartesian coordinates (Å):
C -0.93 -6.84 1.10
O -1.27 -5.50 0.81
C -2.50 -5.46 0.08
C -2.81 -3.99 -0.12
O -3.60 -3.76 -1.26
C -3.60 -2.39 -1.65
C -4.19 -2.32 -3.05
O -3.43 -3.05 -3.96
C -2.39 -2.31 -4.58
H -0.13 -6.85 1.85
H -0.57 -7.36 0.21
H -1.78 -7.32 1.59
H -3.29 -6.03 0.57
H -2.30 -5.97 -0.87
H -1.87 -3.44 -0.19
H -3.21 -3.54 0.80
H -2.56 -2.05 -1.70
H -4.17 -1.84 -0.89
H -4.25 -1.26 -3.31
H -5.16 -2.80 -2.97
H -2.80 -1.68 -5.37
H -1.64 -2.92 -5.05
H -1.96 -1.69 -3.79
C 2.33 0.73 4.91
O 1.59 0.73 3.72
C 0.94 1.94 3.35
C 1.85 3.15 3.17
O 2.50 3.60 4.34
C 1.68 4.10 5.38
C 2.64 4.54 6.47
O 3.40 5.66 6.04
C 4.32 6.00 7.06
H 1.75 1.04 5.79
H 3.19 1.41 4.88
H 2.71 -0.28 5.03
H 0.18 2.09 4.13
H 0.44 1.78 2.40
H 1.33 4.03 2.77
H 2.58 2.85 2.42
H 1.00 3.32 5.72
H 1.13 4.99 5.03
H 3.34 3.70 6.56
H 2.12 4.65 7.42
H 5.02 5.20 7.28
H 3.84 6.28 8.00
H 4.81 6.91 6.71
C 0.11 -3.29 2.95
O -1.15 -2.64 2.88
C -1.09 -1.28 2.63
C -2.43 -0.76 2.18
O -2.31 0.59 1.85
C -3.53 1.30 1.72
C -3.16 2.70 1.25
O -2.38 2.75 0.11
C -3.09 2.33 -1.04
H 0.42 -3.73 1.99
H -0.08 -4.15 3.59
H 0.85 -2.61 3.38
H -0.31 -1.01 1.89
H -0.68 -0.65 3.44
H -3.12 -0.99 3.02
H -3.01 -1.31 1.43
H -4.10 1.31 2.66
H -4.23 0.74 1.08
H -2.72 3.17 2.13
H -4.14 3.17 1.10
H -2.82 1.28 -1.23
H -2.68 2.77 -1.95
H -4.16 2.49 -0.98
C -1.65 1.53 -3.36
O -1.53 1.25 -4.73
C -0.24 1.41 -5.29
C 0.49 0.09 -5.32
O 1.69 0.11 -6.06
C 2.76 0.83 -5.52
C 3.14 0.33 -4.11
O 4.54 0.48 -3.92
C 4.93 0.30 -2.57
H -2.47 0.94 -2.96
H -1.82 2.60 -3.17
H -0.70 1.26 -2.88
H 0.25 2.19 -4.70
H -0.35 1.82 -6.30
H -0.11 -0.67 -5.82
H 0.59 -0.36 -4.32
H 2.47 1.88 -5.36
H 3.58 0.88 -6.22
H 2.96 -0.75 -4.01
H 2.56 0.92 -3.40
H 4.77 -0.73 -2.25
H 4.31 0.98 -1.97
H 5.97 0.57 -2.41
C 2.74 3.00 -0.84
O 2.01 2.05 -0.12
C 0.63 2.02 -0.31
C -0.01 0.66 -0.01
O 0.48 -0.32 -0.92
C 0.06 -1.59 -0.42
C 0.58 -2.70 -1.28
O 0.20 -2.49 -2.64
C 0.61 -3.56 -3.47
H 2.30 4.00 -0.75
H 2.90 2.72 -1.88
H 3.72 3.09 -0.39
H 0.34 2.29 -1.34
H 0.16 2.80 0.31
H -1.09 0.75 -0.13
H 0.27 0.39 1.02
H -1.04 -1.63 -0.40
H 0.52 -1.70 0.56
H 0.15 -3.66 -0.97
H 1.67 -2.81 -1.24
H 0.41 -3.21 -4.48
H 0.14 -4.51 -3.21
H 1.69 -3.70 -3.37


Record 2
Density functional theory data (ωB97M-V/def2-TZVPD) for a 5-piece molecular cluster, C30H70O15 overall at a distorted geometry.

Largest force on an atom ... 4.205 eV Å⁻¹
E_HOMO (alpha / beta) ... -10.6618 / -10.6618 eV
E_LUMO (alpha / beta) ... -2.20 / -8.24 eV
Total energy ... -62935.416 eV
Expectation value of S² ... 0.7564
Orbital gap (alpha / beta) ... 8.461 / 2.425 eV
Spin multiplicity ... 2
Total charge ... +1
Relative energy (zero: lowest compared OMol25 entry of this formula, charge and spin) ... 0.722 eV

Cartesian coordinates (Å):
C -0.97 -1.16 5.90
O 0.40 -0.87 5.89
C 1.12 -0.93 4.67
C 0.85 0.25 3.71
O -0.53 0.36 3.18
C -0.75 -0.61 2.18
C -2.16 -0.45 1.65
O -3.25 -0.39 2.59
C -4.57 -0.46 1.99
H -1.25 -1.57 6.87
H -1.09 -1.81 5.04
H -1.56 -0.24 5.82
H 0.83 -1.88 4.22
H 2.15 -0.86 5.02
H 1.53 -0.08 2.93
H 1.18 1.21 4.12
H -0.39 -1.62 2.38
H -0.06 -0.21 1.44
H -2.33 -1.26 0.94
H -2.16 0.45 1.02
H -4.83 -1.28 1.32
H -4.88 0.50 1.59
H -5.24 -0.66 2.82
C -2.94 -7.92 3.80
O -3.30 -6.66 3.21
C -2.70 -5.46 3.84
C -3.06 -4.21 3.05
O -2.38 -4.16 1.79
C -3.05 -4.75 0.72
C -2.33 -4.37 -0.56
O -3.12 -4.39 -1.76
C -2.52 -4.35 -3.06
H -2.87 -7.74 4.87
H -1.89 -8.12 3.57
H -3.57 -8.72 3.43
H -1.66 -5.73 4.03
H -3.11 -5.40 4.84
H -2.60 -3.38 3.59
H -4.10 -3.92 2.87
H -4.12 -4.50 0.70
H -3.07 -5.83 0.88
H -1.51 -5.09 -0.57
H -1.90 -3.37 -0.50
H -1.71 -4.99 -3.42
H -2.15 -3.33 -3.15
H -3.33 -4.26 -3.77
C -1.67 -0.42 -5.96
O -1.79 0.96 -5.71
C -0.73 1.85 -5.91
C -0.55 2.27 -7.39
O -1.39 3.24 -7.91
C -2.79 2.95 -7.96
C -3.30 3.83 -9.09
O -3.74 5.20 -8.72
C -4.54 5.35 -7.62
H -1.46 -0.59 -7.02
H -2.63 -0.89 -5.73
H -0.84 -0.86 -5.41
H 0.15 1.35 -5.51
H -0.81 2.73 -5.27
H -0.50 1.42 -8.07
H 0.43 2.76 -7.39
H -3.23 3.06 -6.97
H -3.01 1.90 -8.20
H -4.12 3.29 -9.57
H -2.53 3.93 -9.85
H -5.25 4.54 -7.43
H -5.13 6.25 -7.83
H -4.08 5.49 -6.64
C 4.04 0.87 6.06
O 5.20 0.55 5.38
C 5.98 1.73 5.07
C 7.05 1.54 4.03
O 6.51 1.34 2.69
C 7.19 1.54 1.44
C 6.21 1.62 0.20
O 5.45 0.43 -0.13
C 4.57 -0.10 0.76
H 3.46 -0.03 6.28
H 3.31 1.39 5.44
H 4.42 1.38 6.94
H 6.35 2.22 5.97
H 5.29 2.51 4.75
H 7.73 0.69 4.13
H 7.59 2.48 4.01
H 8.03 0.87 1.27
H 7.52 2.57 1.51
H 6.80 1.68 -0.72
H 5.62 2.54 0.21
H 5.02 -0.48 1.67
H 3.84 -0.73 0.24
H 4.00 0.68 1.27
C -0.15 -0.76 -2.21
O -0.99 0.35 -1.74
C -0.69 1.51 -2.40
C -1.18 2.72 -1.66
O -0.64 2.77 -0.33
C 0.64 3.25 -0.10
C 1.17 2.94 1.27
O 2.51 3.43 1.58
C 3.00 3.28 2.91
H -0.64 -1.25 -3.05
H -0.15 -1.59 -1.50
H 0.91 -0.50 -2.30
H -0.97 1.61 -3.45
H 0.40 1.52 -2.43
H -2.24 2.59 -1.43
H -1.07 3.66 -2.20
H 0.58 4.31 -0.34
H 1.27 2.72 -0.81
H 1.30 1.86 1.21
H 0.57 3.05 2.17
H 2.42 3.64 3.76
H 3.90 3.90 2.97
H 3.34 2.26 3.07